[1]
This record from the Open Molecules 2025 dataset describes 9 unconnected molecules or ions with the total composition C23H52BBrCl2F3N16O13S in a non-equilibrium geometry. The level of theory is ωB97M-V/def2-TZVPD.

Structure (XYZ):
```
112
Properties=species:S:1:pos:R:3:forces:R:3:lowdin_charge:R:1
Br 0.554 -3.183 -2.694 -0.85 0.45 0.05 0.61
Cl 1.294 1.567 -3.024 -0.23 0.20 2.43 0.58
Cl 3.323 3.864 -1.984 -1.51 -1.16 1.57 0.50
S 1.857 -0.146 2.064 -5.05 -3.84 5.26 0.89
F 4.229 0.957 1.089 -1.18 -2.14 2.78 0.04
F 4.183 0.653 3.368 -1.05 -1.90 -3.25 0.05
F 4.315 -1.205 1.857 -1.01 3.59 1.20 0.02
O -4.597 3.667 -2.968 0.30 0.26 0.22 0.00
O 0.817 -1.355 -0.253 1.53 2.63 1.99 -0.06
O 9.553 -2.062 2.195 -0.05 -0.03 -0.08 0.02
O -8.494 6.946 -4.616 0.13 0.05 0.02 0.01
O 5.605 -4.572 -3.386 0.22 0.11 0.07 0.04
O 1.643 -1.581 2.560 1.72 3.68 -1.90 -0.34
O -7.964 2.005 -3.940 -0.29 0.11 -0.05 -0.01
O -2.893 3.049 0.987 0.21 -0.07 -0.50 -0.12
O 3.835 5.083 1.989 0.81 1.14 0.99 -0.01
O 1.137 0.755 3.035 2.65 -0.57 -2.83 -0.33
O 0.941 -5.310 3.440 0.09 -0.18 0.27 0.04
O -0.571 0.297 -1.069 0.95 1.85 0.84 -0.06
O 2.020 -10.117 5.875 0.02 -0.02 -0.01 0.01
N 1.598 -3.755 4.946 0.20 0.66 -0.08 0.16
N 6.628 -3.405 -1.739 0.12 -0.08 0.88 0.14
N 3.098 -8.644 4.539 0.06 0.64 0.13 0.16
N 6.930 -2.818 -3.920 0.34 0.36 -0.73 0.15
N -3.855 5.515 -4.047 0.90 0.10 -0.10 0.16
N 7.821 -2.574 0.830 -0.01 -0.41 -0.76 0.14
N -6.082 5.207 -3.702 -0.39 -0.05 0.24 0.18
N 1.254 -5.911 5.599 0.12 -1.07 0.58 0.14
N 7.495 -1.239 2.646 -0.27 0.46 0.54 0.16
N -9.537 6.895 -2.608 0.20 0.44 0.70 0.15
N -7.306 -0.120 -4.383 -0.70 -0.74 -0.49 0.14
N -5.846 1.365 -3.465 -0.27 0.07 0.11 0.17
N -10.370 5.707 -4.362 -0.40 -0.27 -0.57 0.16
N 4.149 4.462 4.142 -0.06 -0.72 0.26 0.17
N 3.300 -10.881 4.172 0.22 -0.87 -0.25 0.14
N 4.511 6.619 3.508 0.17 0.85 -0.08 0.15
C 1.244 -5.011 4.582 -0.14 0.35 -0.78 -0.70
C -9.406 6.543 -3.910 0.10 -0.03 -0.22 -0.70
C -2.070 2.357 -0.027 -0.44 0.82 -0.90 -0.34
C 4.144 5.369 3.136 -0.03 -0.08 -0.26 -0.66
C 6.337 -3.661 -3.039 -0.55 -0.52 -0.32 -0.70
C 3.738 0.098 2.128 2.79 0.49 -1.18 -0.39
C -0.889 -1.871 -2.190 -1.56 1.16 -0.64 -0.52
C 2.314 3.440 0.737 0.31 -0.53 -0.71 -0.13
C 1.299 1.959 -1.207 1.90 2.85 -0.29 -0.49
C -7.094 1.141 -3.929 0.67 0.21 0.32 -0.71
C -2.381 -2.463 -2.335 -0.06 -0.91 -1.11 -0.28
C -1.451 -1.659 0.583 -2.12 -0.12 1.14 -0.05
C 0.327 1.116 -0.244 -2.11 -1.55 -1.13 -0.31
C 2.756 -9.895 4.926 -0.24 0.14 0.29 -0.71
C -4.830 4.727 -3.535 -0.46 0.18 -0.06 -0.66
C -2.884 -0.977 0.782 -4.10 2.01 2.12 -0.12
C -0.724 1.861 0.714 -0.42 0.50 1.04 -0.04
C -1.823 3.400 -1.234 -0.32 -0.26 -0.86 -0.05
C 8.370 -1.964 1.911 0.46 0.11 0.33 -0.70
C -2.582 -3.966 -1.780 -1.25 0.18 0.63 -0.17
C 2.203 2.983 -0.796 -1.96 -1.94 0.42 -0.60
C 1.274 -0.088 0.302 1.75 -1.09 -4.10 -0.24
C -4.008 -0.402 1.103 4.82 -2.19 -1.06 0.04
B -0.598 -1.138 -0.723 0.71 -0.37 -0.20 -0.94
H -5.638 2.295 -3.114 0.32 -0.19 -0.09 0.04
H -6.285 6.076 -4.166 -0.21 -0.10 -0.02 0.08
H 7.230 -2.658 -1.446 -0.11 0.00 -0.17 0.06
H 4.767 6.862 4.448 -0.04 -0.01 -0.10 0.09
H -2.651 -2.491 -3.469 0.52 0.07 1.81 0.10
H -8.223 -0.335 -4.740 0.23 0.01 0.08 0.10
H 7.855 -0.767 3.460 -0.08 -0.11 -0.19 0.11
H -4.037 6.385 -4.514 -0.02 -0.11 0.05 0.10
H -0.307 2.776 1.279 -0.51 -1.40 -0.95 0.12
H -0.796 -1.483 1.531 -1.47 -0.13 -1.41 0.11
H 6.211 -4.005 -1.046 0.02 0.08 -0.20 0.11
H -1.598 -2.814 0.542 0.15 2.01 0.06 0.12
H 0.997 -6.861 5.379 -0.21 0.24 0.12 0.09
H -6.843 4.654 -3.338 0.03 0.03 -0.23 0.10
H -3.201 -1.797 -1.853 1.80 -0.78 -0.57 0.10
H 3.703 -8.452 3.761 -0.14 0.06 0.04 0.10
H -6.600 -0.834 -4.378 -0.06 0.10 0.04 0.09
H -0.741 3.766 -1.340 -1.52 -0.62 0.24 0.07
H -8.843 7.516 -2.225 -0.15 -0.15 -0.05 0.11
H 1.502 -5.676 6.543 -0.09 -0.04 -0.08 0.09
H -2.904 5.197 -3.947 -0.17 0.07 -0.02 0.11
H -3.038 -4.648 -2.605 1.06 1.06 1.46 0.07
H 2.265 0.093 -0.288 -1.26 -0.25 1.47 0.15
H 3.419 3.678 1.060 -2.74 -0.68 -1.28 0.06
H -0.801 -1.018 -2.978 0.06 -1.65 1.29 0.09
H 3.906 -10.708 3.391 -0.09 -0.02 0.07 0.09
H -2.160 2.878 -2.220 0.86 0.97 1.64 0.08
H -2.509 4.335 -1.150 1.13 -1.61 0.11 0.08
H -3.383 -3.906 -0.934 1.34 -0.26 -1.39 0.07
H 6.849 -2.500 0.588 0.03 0.02 0.18 0.08
H 8.435 -3.125 0.252 -0.12 0.02 0.22 0.10
H 6.745 -2.967 -4.899 0.00 0.06 0.23 0.11
H 2.718 -7.876 5.070 0.21 -0.06 -0.23 0.07
H -3.641 3.519 0.540 1.14 -0.83 0.26 0.09
H -1.654 -4.436 -1.301 -1.25 0.74 -1.02 0.05
H -10.283 6.568 -2.020 0.11 0.00 -0.04 0.10
H 1.607 -3.048 4.225 -0.03 0.02 0.01 0.07
H -2.724 1.512 -0.437 1.44 0.96 0.74 0.12
H 7.534 -2.065 -3.643 -0.10 -0.04 -0.05 0.09
H -5.128 0.663 -3.453 -0.06 0.04 0.03 0.10
H -1.056 1.105 1.531 0.62 1.18 -1.47 0.13
H 1.849 -3.504 5.884 -0.06 -0.03 -0.10 0.09
H -11.122 5.370 -3.788 0.12 -0.03 -0.06 0.10
H -10.315 5.416 -5.325 0.02 -0.03 0.23 0.11
H 3.075 -11.831 4.421 0.04 0.22 -0.08 0.10
H -4.925 0.174 1.486 2.08 -1.33 -1.05 0.04
H 4.523 7.329 2.794 0.00 -0.15 0.16 0.11
H 4.402 4.688 5.087 -0.05 -0.05 -0.10 0.10
H 3.883 3.517 3.915 0.01 0.16 0.10 0.10
H 1.622 4.352 0.941 1.43 -1.46 -0.46 0.11
H 1.953 2.602 1.434 0.30 1.08 -1.18 0.05
H 6.519 -1.153 2.419 0.05 -0.03 0.03 0.07
```
Forces are in eV/Å.

Output
LUMO, eV: 1.8
Net charge: -1
Max |F|, eV/Å: 8.2
HOMO energy, eV: -5.63

[2]
This record from the Open Molecules 2025 dataset describes 8 unconnected molecules or ions with the total composition C23H53N8O18P2S2 in a non-equilibrium geometry. The level of theory is ωB97M-V/def2-TZVPD.

Structure (XYZ):
```
106
Properties=species:S:1:pos:R:3:forces:R:3:lowdin_charge:R:1
S -0.195 -1.043 1.516 -0.60 1.17 -0.84 0.65
S -0.629 1.818 0.747 0.33 -0.21 -0.09 0.81
P 4.298 -0.576 -2.965 1.37 1.90 -1.30 0.38
P 5.958 -1.954 -3.542 1.17 -1.99 -0.28 0.73
O 6.404 2.236 -8.269 0.16 -0.24 0.15 0.04
O 5.283 -0.244 -1.549 -1.78 -0.55 1.87 -0.41
O 7.411 -1.313 -2.860 -0.59 -0.35 -0.55 -0.38
O -5.475 0.019 3.002 0.02 0.24 -0.28 0.04
O -7.194 -2.312 10.351 0.10 0.39 -0.09 0.06
O -9.154 -1.397 5.432 0.09 0.36 0.30 0.07
O 2.353 -0.856 -11.000 0.10 0.23 0.27 0.07
O 6.194 -1.698 -5.231 0.51 0.80 1.16 -0.43
O -6.155 1.364 1.446 0.07 -0.28 0.36 0.07
O -2.924 3.403 6.925 -0.19 -0.33 0.38 0.04
O 2.779 0.205 -9.158 -0.30 -0.11 -0.50 0.05
O -0.660 2.431 4.735 0.36 -0.04 0.11 0.06
O -6.761 -0.245 9.862 -0.10 -0.34 0.03 0.05
O 7.421 0.766 -7.043 -0.15 0.36 -0.28 0.07
O -8.687 0.539 6.290 -0.06 -0.32 -0.18 0.04
O 1.462 2.396 5.179 -0.51 0.11 0.35 0.05
O 3.358 -1.773 -2.088 -0.42 0.33 1.83 -0.33
O -1.938 1.999 8.250 -0.20 0.29 -0.22 0.07
N -8.745 -0.251 5.362 -0.10 -0.04 -0.28 -0.43
N 0.313 2.737 5.401 0.02 0.00 0.03 -0.42
N 6.503 1.135 -7.750 0.04 -0.18 0.12 -0.44
N 2.552 0.156 -10.352 -0.08 -0.18 0.02 -0.44
N -7.450 -1.250 9.814 -0.03 -0.13 0.10 -0.45
N -2.834 2.329 7.494 -0.06 -0.12 0.01 -0.42
N -5.345 0.600 1.937 0.15 -0.01 -0.14 -0.43
N -0.018 -0.396 -1.052 -2.36 2.59 1.16 -0.17
C -8.711 -1.163 9.030 -0.15 -0.23 -0.09 0.04
C 3.083 0.874 -2.731 -0.97 0.94 0.21 -0.31
C 3.459 -1.565 -0.678 1.15 -0.09 1.34 -0.35
C 2.213 1.672 2.326 1.03 -0.03 -0.14 -0.13
C 1.939 0.965 -3.821 -0.33 -0.40 0.35 -0.25
C 2.517 1.453 -11.079 -0.02 0.14 -0.27 0.04
C -1.034 -1.444 -1.438 0.13 -1.40 -1.02 -0.19
C -0.319 -2.843 -1.732 -0.24 -0.24 0.18 -0.19
C 5.004 -1.174 -0.472 0.87 -0.23 -0.76 -0.21
C -0.816 -4.033 -0.819 0.82 -0.81 -0.59 -0.26
C 0.624 0.138 -3.437 -0.53 1.05 -0.51 -0.16
C -8.274 0.233 4.039 -0.11 0.00 -0.13 0.04
C -0.044 0.681 -2.078 0.45 0.11 -1.54 -0.22
C 5.403 0.168 -8.011 0.06 -0.35 0.21 0.03
C -0.244 0.088 0.281 1.25 -1.85 -0.06 -0.99
C -4.094 0.358 1.171 0.31 -0.20 0.05 0.04
C 0.084 3.601 6.590 -0.12 0.29 0.08 0.03
C -3.914 1.339 7.238 -0.09 -0.29 0.01 0.06
C 0.115 -5.318 -1.055 0.22 0.48 0.07 -0.14
C 2.207 2.412 0.924 0.33 0.31 0.83 -0.28
C 2.892 -2.707 0.238 0.63 0.93 -1.06 -0.06
C 0.797 2.954 0.458 1.14 0.44 -0.85 -0.48
C 2.377 -3.490 1.007 -0.83 -0.29 -0.05 0.04
H 0.577 3.908 1.035 -0.13 -1.38 -0.42 0.08
H -0.979 3.823 6.662 0.37 -0.06 -0.10 0.05
H 0.423 3.051 7.465 0.08 0.07 -0.11 0.10
H -8.444 -0.915 8.005 -0.10 0.13 0.21 0.06
H -1.870 -1.522 -0.678 1.20 -0.01 -0.57 0.10
H -8.889 1.088 3.764 0.11 0.01 0.12 0.11
H -9.218 -2.123 9.075 0.15 0.06 0.07 0.10
H -0.517 -3.154 -2.807 0.23 0.44 1.15 0.11
H 5.143 0.433 -3.614 0.02 -0.17 -0.46 -0.01
H 2.734 1.754 0.178 -0.85 0.70 0.50 0.08
H -1.864 -4.332 -1.135 0.98 0.50 0.64 0.10
H 2.607 0.893 -1.706 0.37 -0.03 -0.97 0.04
H 5.306 -0.748 0.532 -0.84 -0.13 -0.99 0.12
H 5.735 -2.020 -0.644 -1.14 0.21 0.33 0.10
H 2.046 0.555 2.216 -0.21 1.47 0.21 0.04
H 2.950 -0.636 -0.257 -0.02 -0.97 -0.97 0.12
H -3.703 0.437 7.806 0.06 0.16 -0.01 0.10
H 1.731 2.059 -10.633 0.16 -0.01 0.08 0.10
H -8.382 -0.568 3.313 0.02 0.02 0.17 0.10
H -0.771 -3.774 0.276 -0.22 -0.03 -1.14 0.07
H 3.699 1.826 -2.821 -0.62 -1.22 0.28 0.08
H 0.542 1.598 -1.802 -0.51 -1.17 0.19 0.08
H 5.621 -0.762 -7.492 0.01 0.15 0.08 0.08
H 3.686 -0.972 -4.231 -0.12 -0.12 0.36 0.00
H 1.551 2.135 3.113 0.59 -0.73 -1.30 0.04
H 1.644 2.056 -3.964 0.21 -1.24 0.14 0.10
H 1.699 -4.164 1.586 1.33 1.04 -0.79 0.05
H 1.211 -5.031 -0.978 -1.32 -0.22 -0.10 0.06
H 0.660 4.514 6.448 0.12 -0.16 0.01 0.10
H -3.591 1.317 1.056 -0.07 -0.06 -0.09 0.08
H -0.062 -6.111 -0.268 0.00 0.77 -0.96 0.06
H 6.877 -1.006 -5.367 -0.59 -0.27 0.14 0.01
H 0.831 3.277 -0.632 0.01 -0.49 1.28 0.07
H -7.232 0.516 4.147 -0.17 0.06 -0.01 0.07
H -3.470 -0.338 1.727 -0.08 0.10 0.01 0.08
H -1.117 1.027 -2.250 1.20 -0.45 0.14 0.12
H -4.374 -0.060 0.206 -0.03 0.17 0.02 0.11
H 2.293 0.581 -4.829 -0.20 0.46 1.12 0.09
H 7.898 -2.038 -2.428 -0.51 0.41 -0.55 0.02
H 3.276 1.761 2.728 -1.25 -0.09 -0.43 0.08
H -1.542 -1.149 -2.413 0.77 0.06 1.21 0.12
H -4.852 1.788 7.560 0.07 0.03 -0.12 0.10
H -0.130 0.336 -4.268 0.84 -0.35 0.88 0.10
H -9.323 -0.382 9.478 0.14 0.06 -0.13 0.10
H 3.492 1.922 -10.960 -0.11 0.02 0.14 0.10
H 2.307 1.260 -12.128 0.02 -0.09 0.14 0.09
H 0.792 -0.974 -3.425 0.09 1.15 0.23 0.10
H 0.803 -2.700 -1.644 -1.32 -0.16 0.05 0.10
H 4.483 0.610 -7.638 0.13 0.02 -0.09 0.09
H 5.356 0.008 -9.086 -0.03 0.18 0.07 0.09
H 2.873 3.330 1.046 -0.83 -1.01 -0.35 0.11
H -0.041 -5.749 -2.090 0.08 0.39 1.18 0.07
H -3.921 1.131 6.170 -0.04 0.14 0.05 0.10
```
Forces are in eV/Å.

Output
LUMO, eV: 1.1
Net charge: -1
Max |F|, eV/Å: 3.7
HOMO energy, eV: -3.20

- Which of these has the highest max |F|?
  C23H52BBrCl2F3N16O13S